# 1
70
Properties=species:S:1:pos:R:3:mulliken_charge:R:1 method="wB97M-V/def2-TZVPD" lumo_energy_ha=-0.12516 total_charge=+1 max_force_ev_per_a=1.9 e_tot_ha=-2305.84698 homo_energy_ev=-9.79
C -2.992 -0.780 1.088 -1.304
C -1.883 -0.645 -0.004 -0.114
C -1.384 0.819 0.031 -0.843
C -0.592 1.208 -1.278 -0.347
C -1.299 2.375 -2.016 -1.699
C 0.843 1.518 -0.852 -0.750
C 1.857 0.661 -1.272 -0.188
Cl 1.582 -0.754 -2.261 -0.290
C 3.157 0.902 -0.879 -0.297
C 3.516 1.951 -0.074 1.125
C 4.973 2.112 0.339 -0.977
O 5.815 1.048 -0.069 -0.487
C 5.728 -0.081 0.721 0.489
C 5.730 -0.092 2.105 -0.448
C 5.679 -1.298 2.772 -0.528
C 5.599 -2.505 2.117 -0.457
C 5.596 -2.500 0.727 -0.617
C 5.676 -1.298 0.065 0.042
C 2.532 2.835 0.342 -0.646
C 1.228 2.594 -0.069 1.607
S -0.009 3.775 0.472 -0.321
C 0.663 4.273 2.046 1.182
C -0.202 4.612 3.062 -0.690
C 0.306 4.985 4.291 -0.511
C 1.681 5.033 4.435 -0.594
C 2.533 4.689 3.414 -0.464
C 2.039 4.278 2.189 -0.338
N 2.945 3.918 1.161 0.100
F 3.340 5.037 0.390 -0.287
H -2.532 -0.777 2.080 0.398
H -3.645 -1.647 0.920 0.255
H -3.626 0.114 1.004 0.328
H -1.089 -1.339 0.303 0.227
H -2.256 -0.936 -0.995 0.242
H -2.229 1.505 0.172 0.408
H -0.749 0.903 0.920 0.319
H -0.651 0.325 -1.915 0.755
H -1.781 3.029 -1.280 0.451
H -2.127 1.953 -2.604 0.329
H -0.638 2.972 -2.650 0.341
H 3.934 0.229 -1.224 0.521
H 5.001 2.322 1.414 0.286
H 5.360 3.016 -0.152 0.312
H 5.784 0.834 2.671 0.368
H 5.707 -1.339 3.860 0.340
H 5.557 -3.464 2.625 0.384
H 5.537 -3.404 0.125 0.356
H 5.684 -1.291 -1.026 0.426
H -1.271 4.550 2.869 0.374
H -0.385 5.242 5.088 0.402
H 2.058 5.349 5.406 0.360
H 3.597 4.756 3.628 0.456
C -6.398 -4.794 -2.219 -1.434
C -4.902 -5.055 -2.306 0.123
C -4.040 -3.953 -1.688 -0.484
O -4.012 -2.827 -2.544 -0.448
C -4.932 -1.778 -2.213 -0.656
N -4.514 -5.122 -3.760 -0.261
H -6.713 -3.977 -2.869 0.391
H -6.960 -5.681 -2.518 0.424
H -6.684 -4.550 -1.198 0.358
H -4.668 -6.022 -1.861 0.379
H -3.008 -4.311 -1.622 0.330
H -4.359 -3.706 -0.675 0.355
H -5.173 -1.761 -1.150 0.331
H -5.847 -1.884 -2.799 0.304
H -4.467 -0.832 -2.482 0.232
H -5.170 -5.657 -4.329 0.359
H -3.576 -5.509 -3.886 0.357
H -4.473 -4.153 -4.110 0.352

***

# 2
72
Properties=species:S:1:pos:R:3:mulliken_spin:R:1 method="wB97M-V/def2-TZVPD" relative_energy_kcal_mol=88.85 lumo_energy_ha="-0.06182 / -0.06524" max_force_ev_per_a=4.9 e_tot_ha=-3825.10226 spin_multiplicity=4 homo_energy_ev="-7.94 / -8.43"
Co -4.094 -0.209 -0.240 2.430
C -2.170 -4.335 1.829 -0.012
C -1.939 -3.050 2.175 0.003
C -0.870 -2.111 1.713 0.002
C -0.993 -1.232 0.464 -0.049
C -1.277 -1.893 -0.866 0.025
C -1.696 -3.157 -1.058 -0.026
C -0.955 -4.270 -0.434 0.004
C -1.749 -5.067 0.594 0.001
C -5.586 -1.319 -1.369 0.302
H -2.713 -4.999 2.518 0.000
H -2.582 -2.642 2.961 0.007
H 0.047 -2.699 1.565 -0.001
H -0.716 -1.435 2.583 0.004
H -1.527 -0.278 0.684 0.001
H 0.039 -0.884 0.273 0.013
H -1.266 -1.130 -1.660 0.041
H -2.493 -3.463 -1.749 -0.005
H -0.010 -3.909 -0.005 0.000
H -0.688 -4.967 -1.242 -0.001
H -2.687 -5.401 0.128 0.000
H -1.159 -5.989 0.807 0.000
H -5.887 -2.338 -1.112 -0.027
H -5.474 -1.322 -2.482 0.007
H -6.475 -0.683 -1.123 0.013
P 0.175 1.429 -1.576 0.003
P 0.995 1.106 1.878 -0.001
N 0.965 0.640 -2.945 -0.001
N 0.045 3.005 -2.383 -0.002
N 2.531 0.091 1.945 0.000
N 1.304 2.109 3.305 0.000
C 1.799 1.815 -0.735 0.001
C 1.686 2.362 0.690 0.000
C 0.297 -0.150 -3.893 0.000
C 1.128 -0.347 -5.001 0.000
C 2.360 0.354 -4.743 0.000
C 2.236 0.931 -3.465 0.000
C -1.156 3.719 -2.438 -0.007
C -0.895 4.980 -2.965 -0.001
C 0.515 5.055 -3.223 0.000
C 1.063 3.834 -2.866 0.001
C 2.583 -1.304 1.833 0.000
C 3.901 -1.727 1.681 0.000
C 4.716 -0.554 1.753 0.000
C 3.854 0.531 1.864 0.000
C 2.467 2.374 4.048 0.000
C 2.168 3.328 5.019 0.000
C 0.788 3.693 4.847 0.000
C 0.294 2.971 3.776 0.000
H 2.389 2.547 -1.305 0.000
H 2.388 0.888 -0.716 0.000
H 2.653 2.771 1.008 0.000
H 0.985 3.212 0.722 0.000
H -0.683 -0.528 -3.665 -0.001
H 0.895 -0.922 -5.889 0.000
H 3.214 0.450 -5.399 0.000
H 2.967 1.479 -2.910 0.000
H -2.064 3.237 -2.105 0.008
H -1.625 5.755 -3.145 0.000
H 1.057 5.908 -3.611 0.000
H 2.090 3.495 -2.935 0.000
H 1.691 -1.904 1.944 0.000
H 4.238 -2.752 1.540 0.000
H 5.806 -0.521 1.738 0.000
H 4.095 1.584 1.891 0.000
H 3.404 1.896 3.812 0.000
H 2.843 3.688 5.783 0.000
H 0.232 4.388 5.464 0.000
H -0.660 2.992 3.269 0.000
S -4.769 -1.783 1.270 0.229
C -5.669 -3.187 1.000 -0.043
N -6.376 -4.154 0.880 0.083

***

# 3
98
Properties=species:S:1:pos:R:3:mulliken_spin:R:1 method="wB97M-V/def2-TZVPD" relative_energy_kcal_mol=39.21 lumo_energy_ha="-0.21798 / -0.40002" total_charge=+1 max_force_ev_per_a=5.8 e_tot_ha=-4238.03388 spin_multiplicity=2 homo_energy_ev="-12.39 / -12.39"
C -4.962 -2.564 -1.285 0.000
C -3.685 -3.472 -1.400 0.000
O -3.196 -3.475 -2.786 0.000
C -2.407 -2.505 -3.333 0.000
O -2.070 -1.480 -2.713 0.001
C -2.176 -2.683 -4.860 0.000
F -2.674 -3.904 -5.254 0.000
F -2.767 -1.698 -5.542 0.000
F -0.893 -2.610 -5.090 0.000
H -5.199 -1.950 -2.153 0.000
H -4.836 -1.839 -0.481 0.000
H -5.859 -3.157 -1.109 0.000
H -3.818 -4.472 -0.988 0.000
H -2.890 -2.929 -0.888 0.000
C -0.980 0.638 -0.153 0.000
C 0.034 -0.465 0.171 0.000
O 0.104 -0.794 1.507 0.000
C 0.764 -1.889 1.998 0.000
O 1.269 -2.800 1.295 0.000
C 0.912 -1.935 3.526 0.000
F 0.774 -3.213 3.898 0.000
F 2.109 -1.537 3.967 0.000
F -0.057 -1.254 4.103 0.000
H -1.685 0.381 -0.944 0.000
H -0.466 1.565 -0.403 0.000
H -1.540 0.964 0.724 0.000
H 0.959 -0.167 -0.323 0.000
H -0.287 -1.393 -0.302 0.000
C 0.294 1.325 -4.350 0.000
C -1.087 1.792 -3.956 0.005
O -1.615 2.702 -4.958 0.016
C -1.667 4.129 -4.740 -0.004
O -1.261 4.664 -3.675 0.008
C -2.348 4.880 -5.902 -0.001
F -2.862 4.069 -6.823 0.000
F -3.294 5.643 -5.467 0.000
F -1.450 5.645 -6.512 0.000
H 1.087 2.067 -4.254 0.008
H 0.398 1.035 -5.395 0.004
H 0.619 0.505 -3.710 0.002
H -0.990 2.286 -2.989 0.001
H -1.742 0.948 -3.743 0.006
C 2.875 2.129 1.599 -0.001
C 2.608 2.422 3.122 0.000
O 1.291 2.045 3.236 0.000
C 0.703 2.099 4.444 0.000
O 1.396 2.292 5.472 0.000
C -0.774 1.761 4.456 0.000
F -1.426 2.904 4.484 0.000
F -1.091 1.132 3.306 0.000
F -1.024 1.042 5.495 0.000
H 2.880 1.045 1.486 0.000
H 3.906 2.191 1.253 0.000
H 2.183 2.599 0.900 0.000
H 2.721 3.506 3.154 0.000
H 3.319 1.962 3.808 0.000
C -4.508 1.615 -2.510 0.000
C -5.600 1.628 -1.444 0.000
O -6.036 2.929 -1.371 0.000
C -7.112 3.369 -0.662 0.000
O -7.738 2.644 0.115 0.000
C -7.629 4.766 -0.986 0.000
F -7.288 5.525 0.028 0.000
F -7.077 5.220 -2.098 0.000
F -8.941 4.783 -1.095 0.000
H -5.059 1.647 -3.450 0.000
H -3.959 0.686 -2.663 0.000
H -3.800 2.436 -2.395 0.000
H -5.121 1.338 -0.509 0.000
H -6.437 0.956 -1.632 0.000
C 6.170 3.813 -2.279 0.014
C 5.792 2.894 -1.087 0.012
O 5.673 1.529 -1.466 0.060
C 4.629 1.151 -2.161 -0.049
O 3.719 1.905 -2.577 0.811
C 4.538 -0.356 -2.390 0.042
F 5.577 -1.009 -1.820 0.024
F 3.412 -0.753 -1.809 0.012
F 4.524 -0.570 -3.709 0.009
H 5.409 3.883 -3.056 0.015
H 7.000 3.477 -2.901 0.000
H 6.392 4.861 -2.077 0.003
H 4.922 3.311 -0.578 -0.006
H 6.612 2.753 -0.384 0.006
C 3.206 -4.366 5.537 0.000
C 4.427 -4.927 6.161 0.000
O 4.162 -6.087 6.877 0.000
C 4.186 -7.244 6.295 0.000
O 4.491 -7.494 5.098 0.000
C 3.795 -8.385 7.243 0.000
F 2.668 -8.858 6.762 0.000
F 4.681 -9.404 7.317 0.000
F 3.454 -7.917 8.453 0.000
H 2.437 -4.344 6.310 0.000
H 3.004 -4.982 4.662 0.000
H 3.337 -3.339 5.197 0.000
H 4.883 -4.206 6.840 0.000
H 5.075 -5.060 5.295 0.000

***

# 4
77
Properties=species:S:1:pos:R:3:mulliken_spin:R:1 method="wB97M-V/def2-TZVPD" relative_energy_kcal_mol=57.54 lumo_energy_ha="-0.35164 / -0.34165" total_charge=+2 max_force_ev_per_a=6.4 e_tot_ha=-2980.38584 spin_multiplicity=3 homo_energy_ev="-13.20 / -13.21"
Mo 0.446 0.596 -2.200 0.916
C -1.593 2.121 2.109 0.001
C -0.403 1.743 2.594 0.002
C -0.220 0.688 3.658 0.000
C -0.043 -0.782 3.171 0.002
C -1.020 -1.334 2.176 0.001
C -2.192 -0.771 1.828 -0.001
C -3.027 0.061 2.753 -0.001
C -2.886 1.587 2.631 -0.005
C -1.536 1.074 -1.473 -0.017
H -1.674 2.827 1.277 -0.001
H 0.509 2.302 2.345 -0.001
H -1.055 0.736 4.369 0.000
H 0.715 0.934 4.199 0.000
H 0.975 -0.874 2.753 -0.001
H -0.050 -1.439 4.061 0.000
H -0.715 -2.279 1.715 -0.001
H -2.624 -0.931 0.838 -0.002
H -2.769 -0.188 3.788 0.000
H -4.097 -0.175 2.611 0.000
H -3.712 2.008 2.045 0.011
H -3.025 2.012 3.638 0.003
H -1.191 1.596 -0.557 0.032
H -2.257 0.290 -1.199 0.019
H -2.000 1.776 -2.194 0.010
P 0.009 -1.558 -2.429 -0.023
P 2.233 0.519 -0.864 -0.041
N -0.645 -2.913 -1.615 -0.005
N -0.608 -1.882 -4.060 0.011
N 3.192 -0.448 0.218 -0.005
N 3.444 1.844 -0.999 -0.003
C 1.804 -1.895 -2.499 0.040
C 2.480 -0.526 -2.498 0.131
C -2.029 -3.110 -1.472 0.003
C -2.260 -4.457 -1.246 -0.001
C -0.991 -5.123 -1.253 0.001
C -0.023 -4.161 -1.479 -0.003
C -1.353 -0.915 -4.741 0.011
C -1.234 -1.157 -6.106 -0.007
C -0.418 -2.333 -6.258 0.017
C -0.066 -2.760 -4.991 -0.008
C 3.210 -0.283 1.609 -0.001
C 4.138 -1.164 2.151 -0.001
C 4.729 -1.892 1.061 -0.002
C 4.142 -1.427 -0.103 0.003
C 4.716 1.998 -0.437 -0.002
C 5.375 3.037 -1.099 0.008
C 4.453 3.569 -2.063 0.000
C 3.274 2.840 -1.964 0.012
H 2.039 -2.490 -3.396 -0.004
H 2.124 -2.495 -1.636 0.002
H 3.529 -0.499 -2.801 0.009
H 1.891 0.166 -3.214 -0.096
H -2.685 -2.256 -1.533 0.000
H -3.231 -4.912 -1.102 0.000
H -0.808 -6.181 -1.121 0.000
H 1.051 -4.228 -1.542 0.001
H -1.880 -0.157 -4.181 -0.002
H -1.679 -0.570 -6.890 0.000
H -0.137 -2.792 -7.199 0.000
H 0.535 -3.598 -4.654 0.000
H 2.557 0.446 2.068 0.001
H 4.366 -1.270 3.203 0.000
H 5.504 -2.647 1.127 0.000
H 4.284 -1.725 -1.133 0.000
H 5.033 1.392 0.390 0.000
H 6.391 3.356 -0.927 0.000
H 4.640 4.380 -2.750 0.000
H 2.329 2.945 -2.470 -0.006
F -6.247 3.603 5.411 -0.001
C -4.923 3.849 5.274 -0.005
F -4.513 4.629 6.302 -0.001
F -4.259 2.655 5.367 -0.001
S -4.556 4.661 3.607 -0.128
O -5.076 3.670 2.664 0.372
O -5.312 5.905 3.703 0.403
O -3.098 4.781 3.639 0.353